[1]
Here is a molecular structure, C31H33Br2N13O3SV from the OMol25 dataset. Energies are from ωB97M-V with the def2-TZVPD basis set.

XYZ file:
```
84
Properties=species:S:1:pos:R:3
V 0.166 0.303 -0.555
Br -4.039 2.930 -0.134
C -2.275 3.595 -0.123
C -2.045 4.968 0.110
C -0.776 5.465 0.124
Br -0.508 7.308 0.430
C 0.343 4.611 -0.086
C 1.694 5.013 -0.085
C 2.669 4.075 -0.290
C 2.308 2.732 -0.478
N 1.059 2.313 -0.478
C 0.083 3.251 -0.302
C -1.235 2.733 -0.333
O -1.356 1.431 -0.564
H -2.888 5.624 0.276
H 1.944 6.052 0.076
H 3.715 4.347 -0.301
H 3.084 1.993 -0.618
N 5.788 1.020 4.856
C 4.494 0.913 4.391
C 3.652 -0.101 4.860
C 2.373 -0.243 4.360
C 1.917 0.625 3.373
C 2.733 1.657 2.921
C 4.012 1.797 3.418
S 0.311 0.444 2.693
O -0.543 -0.200 3.641
O -0.070 1.721 2.139
N 0.489 -0.492 1.343
C 0.792 -1.834 1.432
N 0.778 -2.472 0.246
C 1.081 -3.766 0.264
C 1.403 -4.443 1.427
C 1.395 -3.684 2.586
N 1.098 -2.391 2.603
H 5.994 0.571 5.732
H 6.238 1.913 4.746
H 4.006 -0.770 5.635
H 1.714 -1.015 4.729
H 2.341 2.363 2.202
H 4.643 2.609 3.075
H 1.066 -4.274 -0.695
H 1.647 -5.494 1.430
H 1.642 -4.128 3.545
N -1.846 0.503 -3.380
C -0.562 0.456 -3.696
N -0.256 0.662 -4.980
C 1.020 0.554 -5.308
N 1.375 0.766 -6.576
N 2.018 0.227 -4.446
C 1.629 0.085 -3.208
N 0.377 0.203 -2.728
C 2.673 -0.229 -2.204
C 3.988 -0.442 -2.578
C 4.922 -0.691 -1.586
C 4.503 -0.701 -0.266
C 3.167 -0.478 0.018
N 2.255 -0.254 -0.935
H -2.478 0.665 -4.147
H -2.230 0.190 -2.485
H 0.672 0.999 -7.254
H 2.337 0.674 -6.846
H 4.245 -0.402 -3.625
H 5.960 -0.864 -1.839
H 5.194 -0.873 0.547
H 2.821 -0.453 1.040
C -3.724 -3.011 -1.245
C -3.879 -1.690 -0.500
C -3.860 -1.914 1.014
C -5.182 -1.007 -0.903
N -2.807 -0.762 -0.935
N -1.483 -1.203 -0.631
H -4.590 -3.646 -1.059
H -2.844 -3.568 -0.913
H -3.650 -2.841 -2.320
H -4.694 -2.550 1.307
H -3.951 -0.968 1.551
H -2.952 -2.418 1.356
H -6.036 -1.611 -0.598
H -5.224 -0.865 -1.983
H -5.273 -0.032 -0.421
H -2.907 0.131 -0.457
H -1.237 -1.984 -1.229
H -1.441 -1.565 0.322
```

Values from the calculation:
Orbital gap (spin up / spin down), eV: 7.257 / 7.170
<S²>: 2.012
Spin multiplicity: 3
Molecular weight, g/mol: 878.512
HOMO (spin up / spin down), eV: -10.36 / -10.40
Net charge: +1

Charges per atom according to Löwdin partitioning, unit e: atom 1 (V): 1.02, atom 2 (Br): 0.84, atom 3 (C): -0.57, atom 4 (C): -0.14, atom 5 (C): -0.61, atom 6 (Br): 0.82, atom 7 (C): -0.17, atom 8 (C): 0.00, atom 9 (C): -0.02, atom 10 (C): -0.10, atom 11 (N): 0.07, atom 12 (C): -0.15, atom 13 (C): -0.37, atom 14 (O): -0.24, atom 15 (H): 0.10, atom 16 (H): 0.09, atom 17 (H): 0.12, atom 18 (H): 0.11, atom 19 (N): 0.11, atom 20 (C): -0.32, atom 21 (C): -0.02, atom 22 (C): -0.06, atom 23 (C): -0.30, atom 24 (C): -0.07, atom 25 (C): -0.02, atom 26 (S): 0.63, atom 27 (O): -0.26, atom 28 (O): -0.29, atom 29 (N): -0.20, atom 30 (C): -0.49, atom 31 (N): 0.09, atom 32 (C): -0.11, atom 33 (C): -0.04, atom 34 (C): -0.10, atom 35 (N): 0.15, atom 36 (H): 0.10, atom 37 (H): 0.10, atom 38 (H): 0.12, atom 39 (H): 0.11, atom 40 (H): 0.10, atom 41 (H): 0.11, atom 42 (H): 0.11, atom 43 (H): 0.10, atom 44 (H): 0.12, atom 45 (N): 0.22, atom 46 (C): -0.40, atom 47 (N): 0.18, atom 48 (C): -0.43, atom 49 (N): 0.19, atom 50 (N): 0.19, atom 51 (C): -0.27, atom 52 (N): 0.10, atom 53 (C): -0.19, atom 54 (C): 0.02, atom 55 (C): -0.02, atom 56 (C): -0.01, atom 57 (C): -0.10, atom 58 (N): 0.02, atom 59 (H): 0.12, atom 60 (H): 0.06, atom 61 (H): 0.12, atom 62 (H): 0.12, atom 63 (H): 0.12, atom 64 (H): 0.12, atom 65 (H): 0.12, atom 66 (H): 0.10, atom 67 (C): -0.04, atom 68 (C): -0.62, atom 69 (C): -0.03, atom 70 (C): -0.04, atom 71 (N): -0.07, atom 72 (N): -0.02, atom 73 (H): 0.09, atom 74 (H): 0.07, atom 75 (H): 0.09, atom 76 (H): 0.09, atom 77 (H): 0.10, atom 78 (H): 0.08, atom 79 (H): 0.09, atom 80 (H): 0.09, atom 81 (H): 0.06, atom 82 (H): 0.07, atom 83 (H): 0.10, atom 84 (H): 0.07

---

[2]
Here is 10 unconnected molecules or ions with the total composition C31H33Cl16F3O3 at a distorted geometry from the OMol25 dataset. Energies are from ωB97M-V with the def2-TZVPD basis set.

XYZ file:
```
86
Properties=species:S:1:pos:R:3
C -0.821 -5.703 -2.857
Cl -1.982 -7.000 -2.463
Cl -1.708 -4.191 -3.337
Cl 0.203 -5.358 -1.460
Cl 0.198 -6.223 -4.251
C -4.949 -3.647 0.405
Cl -6.064 -4.402 1.555
Cl -5.662 -2.104 -0.191
Cl -3.466 -3.390 1.310
Cl -4.739 -4.774 -0.996
C 1.011 -2.595 3.896
Cl -0.120 -3.747 3.206
Cl 0.193 -1.026 4.237
Cl 1.614 -3.261 5.447
Cl 2.287 -2.302 2.719
C 2.650 3.021 -2.984
Cl 2.027 1.590 -2.172
Cl 1.742 4.564 -2.565
Cl 4.309 3.196 -2.336
Cl 2.679 2.695 -4.773
C 6.096 1.165 -0.321
C 5.281 0.469 0.758
O 5.536 0.747 1.891
C 4.226 -0.481 0.274
H 5.854 0.882 -1.346
H 7.086 0.729 -0.183
H 6.042 2.247 -0.205
H 3.286 -0.356 0.811
H 4.710 -1.446 0.425
H 4.040 -0.342 -0.791
C 3.071 -1.126 -4.505
C 3.380 -1.800 -3.156
O 4.504 -1.674 -2.710
C 2.273 -2.683 -2.529
H 3.873 -0.430 -4.751
H 2.065 -0.746 -4.327
H 3.134 -1.861 -5.307
H 2.534 -3.126 -1.568
H 2.053 -3.524 -3.187
H 1.287 -2.225 -2.454
C -1.023 -2.217 -0.762
C -0.741 -1.212 0.339
O -1.406 -1.058 1.324
C 0.431 -0.250 0.120
H -1.997 -2.674 -0.584
H -0.267 -2.982 -0.583
H -0.944 -1.761 -1.748
H 0.044 0.710 -0.222
H 1.080 -0.660 -0.653
H 1.037 -0.221 1.026
F -2.474 3.428 -0.319
C -2.420 2.569 -1.349
C -1.652 2.832 -2.481
C -1.557 1.885 -3.526
C -2.240 0.665 -3.420
C -3.012 0.410 -2.272
C -3.079 1.357 -1.228
H -1.106 3.763 -2.471
H -1.017 2.091 -4.439
H -2.266 -0.045 -4.234
H -3.535 -0.530 -2.177
H -3.712 1.152 -0.377
F -4.964 -0.787 5.341
C -4.832 0.287 4.511
C -3.841 0.217 3.524
C -3.733 1.290 2.611
C -4.620 2.368 2.654
C -5.602 2.398 3.635
C -5.680 1.371 4.585
H -3.153 -0.613 3.465
H -2.910 1.288 1.912
H -4.400 3.262 2.089
H -6.322 3.203 3.670
H -6.472 1.338 5.318
F 2.632 3.200 4.759
C 2.100 3.126 3.500
C 2.942 3.325 2.455
C 2.375 3.357 1.162
C 1.037 3.109 1.068
C 0.172 2.893 2.128
C 0.723 2.961 3.405
H 4.009 3.421 2.592
H 2.962 3.416 0.258
H 0.582 3.174 0.091
H -0.871 2.681 1.941
H -0.013 2.704 4.152
```

Values from the calculation:
Orbital gap (spin up / spin down), eV: 7.307 / 3.140
<S²>: 0.757
Spin multiplicity: 2
Molecular weight, g/mol: 1077.844
HOMO (spin up / spin down), eV: -11.49 / -11.49
Net charge: +1

Charges per atom according to Löwdin partitioning, unit e: atom 1 (C): -1.94, atom 2 (Cl): 0.54, atom 3 (Cl): 0.50, atom 4 (Cl): 0.57, atom 5 (Cl): 0.53, atom 6 (C): -1.98, atom 7 (Cl): 0.55, atom 8 (Cl): 0.52, atom 9 (Cl): 0.58, atom 10 (Cl): 0.50, atom 11 (C): -2.01, atom 12 (Cl): 0.53, atom 13 (Cl): 0.52, atom 14 (Cl): 0.56, atom 15 (Cl): 0.56, atom 16 (C): -1.89, atom 17 (Cl): 0.57, atom 18 (Cl): 0.53, atom 19 (Cl): 0.56, atom 20 (Cl): 0.53, atom 21 (C): -0.04, atom 22 (C): -0.51, atom 23 (O): 0.09, atom 24 (C): -0.03, atom 25 (H): 0.05, atom 26 (H): 0.09, atom 27 (H): 0.07, atom 28 (H): 0.04, atom 29 (H): 0.10, atom 30 (H): 0.03, atom 31 (C): -0.03, atom 32 (C): -0.46, atom 33 (O): 0.06, atom 34 (C): -0.03, atom 35 (H): 0.08, atom 36 (H): 0.06, atom 37 (H): 0.09, atom 38 (H): 0.08, atom 39 (H): 0.07, atom 40 (H): 0.04, atom 41 (C): -0.02, atom 42 (C): -0.32, atom 43 (O): 0.25, atom 44 (C): 0.04, atom 45 (H): 0.03, atom 46 (H): 0.05, atom 47 (H): 0.08, atom 48 (H): 0.08, atom 49 (H): 0.06, atom 50 (H): 0.07, atom 51 (F): 0.07, atom 52 (C): -0.29, atom 53 (C): -0.01, atom 54 (C): -0.07, atom 55 (C): -0.09, atom 56 (C): -0.08, atom 57 (C): -0.02, atom 58 (H): 0.09, atom 59 (H): 0.10, atom 60 (H): 0.10, atom 61 (H): 0.09, atom 62 (H): 0.10, atom 63 (F): 0.05, atom 64 (C): -0.26, atom 65 (C): -0.01, atom 66 (C): -0.10, atom 67 (C): -0.09, atom 68 (C): -0.06, atom 69 (C): -0.01, atom 70 (H): 0.08, atom 71 (H): 0.06, atom 72 (H): 0.10, atom 73 (H): 0.11, atom 74 (H): 0.12, atom 75 (F): 0.05, atom 76 (C): -0.26, atom 77 (C): 0.01, atom 78 (C): -0.06, atom 79 (C): -0.15, atom 80 (C): -0.08, atom 81 (C): 0.00, atom 82 (H): 0.13, atom 83 (H): 0.07, atom 84 (H): 0.07, atom 85 (H): 0.09, atom 86 (H): 0.12

---

[3]
Here is a gas-phase ion, C31H33N2OS (charge +1) at a distorted geometry from the OMol25 dataset. Energies are from ωB97M-V with the def2-TZVPD basis set.

XYZ file:
```
68
Properties=species:S:1:pos:R:3
C 0.685 -2.371 -1.569
O 1.079 -1.732 -0.356
C 0.232 -0.914 0.439
C 0.650 -1.265 1.903
C -0.129 -0.778 2.954
C 0.319 -0.929 4.272
C 1.560 -1.527 4.520
C 2.316 -2.037 3.464
C 1.864 -1.913 2.152
C -1.199 -1.265 0.079
N -1.817 -2.407 0.468
C -1.300 -3.335 1.475
C -3.003 -2.667 -0.225
C -3.869 -3.813 0.164
C -3.136 -1.866 -1.309
C -4.096 -1.996 -2.429
S -1.959 -0.587 -1.293
H 0.151 -3.305 -1.340
H 0.076 -1.733 -2.233
H 1.625 -2.607 -2.086
H -1.070 -0.276 2.716
H -0.305 -0.575 5.094
H 1.921 -1.614 5.543
H 3.270 -2.532 3.646
H 2.445 -2.325 1.326
H -1.822 -4.288 1.356
H -0.228 -3.515 1.328
H -1.487 -2.963 2.490
H -4.826 -3.708 -0.368
H -3.457 -4.798 -0.114
H -4.102 -3.844 1.240
H -5.133 -2.064 -2.078
H -4.010 -1.115 -3.074
H -3.898 -2.882 -3.052
C -3.575 3.160 0.782
N -2.358 2.655 0.173
C -1.707 1.505 0.516
C -0.446 1.455 -0.128
C 0.598 0.522 0.331
C 2.024 0.673 -0.235
C 2.306 0.583 -1.597
C 3.620 0.766 -2.043
C 4.654 0.984 -1.128
C 6.062 1.183 -1.589
C 4.371 0.990 0.241
C 3.061 0.848 0.685
C -0.357 2.668 -0.930
C 0.594 3.256 -1.760
C 0.261 4.420 -2.467
C -0.982 5.052 -2.303
C -1.924 4.535 -1.401
C -1.584 3.362 -0.750
H -4.180 3.669 0.023
H -4.135 2.320 1.209
H -3.354 3.888 1.582
H -2.141 0.809 1.234
H 0.729 0.891 1.367
H 1.496 0.396 -2.312
H 3.836 0.734 -3.114
H 6.659 1.606 -0.778
H 6.538 0.243 -1.888
H 6.097 1.858 -2.447
H 5.183 1.096 0.959
H 2.849 0.838 1.758
H 1.578 2.807 -1.841
H 0.992 4.841 -3.157
H -1.217 5.948 -2.879
H -2.896 4.988 -1.214
```

Values from the calculation:
Orbital gap, eV: 6.562
Spin multiplicity: 1
Molecular weight, g/mol: 481.685
HOMO, eV: -9.99
Net charge: +1

Charges per atom according to Löwdin partitioning, unit e: atom 1 (C): -0.06, atom 2 (O): -0.15, atom 3 (C): -0.36, atom 4 (C): -0.19, atom 5 (C): -0.05, atom 6 (C): -0.06, atom 7 (C): -0.07, atom 8 (C): -0.05, atom 9 (C): -0.02, atom 10 (C): -0.35, atom 11 (N): -0.03, atom 12 (C): 0.04, atom 13 (C): -0.27, atom 14 (C): -0.01, atom 15 (C): -0.45, atom 16 (C): -0.07, atom 17 (S): 1.27, atom 18 (H): 0.10, atom 19 (H): 0.06, atom 20 (H): 0.11, atom 21 (H): 0.11, atom 22 (H): 0.11, atom 23 (H): 0.11, atom 24 (H): 0.11, atom 25 (H): 0.13, atom 26 (H): 0.09, atom 27 (H): 0.11, atom 28 (H): 0.12, atom 29 (H): 0.09, atom 30 (H): 0.11, atom 31 (H): 0.10, atom 32 (H): 0.09, atom 33 (H): 0.08, atom 34 (H): 0.11, atom 35 (C): -0.01, atom 36 (N): -0.10, atom 37 (C): -0.09, atom 38 (C): -0.17, atom 39 (C): -0.18, atom 40 (C): -0.16, atom 41 (C): -0.05, atom 42 (C): -0.02, atom 43 (C): -0.27, atom 44 (C): -0.05, atom 45 (C): -0.02, atom 46 (C): -0.01, atom 47 (C): -0.10, atom 48 (C): -0.01, atom 49 (C): -0.07, atom 50 (C): -0.07, atom 51 (C): -0.01, atom 52 (C): -0.17, atom 53 (H): 0.09, atom 54 (H): 0.09, atom 55 (H): 0.11, atom 56 (H): 0.12, atom 57 (H): 0.15, atom 58 (H): 0.13, atom 59 (H): 0.12, atom 60 (H): 0.08, atom 61 (H): 0.09, atom 62 (H): 0.08, atom 63 (H): 0.12, atom 64 (H): 0.12, atom 65 (H): 0.09, atom 66 (H): 0.11, atom 67 (H): 0.11, atom 68 (H): 0.11